C23H28F5HfN5SSeSi3 | ωB97M-V/def2-TZVPD

The value obtained for the LUMO energy is -1.633 eV. The total energy comes out at -146466.558 eV. The calculation puts the energy above the lowest of the compared OMol25 structures with the same formula, charge and spin at 131.6 kJ/mol. For the HOMO energy, the calculation gives -7.84 eV.

CARTESIAN COORDINATES (ANGSTROEM)
1 Hf -14.41 -9.38 -3.52
2 C -14.30 -13.10 -6.91
3 Si -15.13 -11.50 -6.33
4 C -16.81 -11.59 -7.22
5 C -14.30 -10.11 -7.27
6 C -15.11 -11.29 -4.42
7 Si -16.79 -11.95 -3.80
8 C -16.99 -12.20 -1.90
9 C -17.04 -13.68 -4.57
10 C -18.21 -10.92 -4.29
11 Si -13.69 -12.36 -3.70
12 C -12.09 -12.43 -4.64
13 C -13.91 -14.15 -3.18
14 C -13.23 -11.50 -2.11
15 C -12.31 -12.17 -1.29
16 C -12.16 -11.76 0.02
17 C -13.02 -10.74 0.50
18 C -13.79 -10.01 -0.36
19 N -13.85 -10.39 -1.69
20 H -14.96 -13.69 -7.60
21 H -14.03 -13.79 -6.10
22 H -13.38 -12.90 -7.49
23 H -16.61 -12.03 -8.23
24 H -17.20 -10.57 -7.39
25 H -17.63 -12.13 -6.71
26 H -14.37 -10.40 -8.36
27 H -13.25 -9.97 -7.03
28 H -14.83 -9.15 -7.20
29 H -16.01 -12.18 -1.40
30 H -17.48 -13.18 -1.75
31 H -17.62 -11.38 -1.51
32 H -16.54 -13.89 -5.51
33 H -18.13 -13.91 -4.68
34 H -16.68 -14.42 -3.86
35 H -18.10 -9.90 -3.89
36 H -19.09 -11.37 -3.77
37 H -18.43 -10.86 -5.35
38 H -11.95 -13.45 -5.01
39 H -11.25 -12.21 -3.92
40 H -12.03 -11.71 -5.49
41 H -14.55 -14.71 -3.82
42 H -14.41 -14.17 -2.16
43 H -12.89 -14.64 -3.13
44 H -11.75 -13.01 -1.67
45 H -11.42 -12.27 0.67
46 H -12.99 -10.55 1.56
47 H -14.45 -9.21 -0.08
48 F -18.15 -6.30 -9.61
49 C -17.50 -6.35 -8.44
50 C -17.61 -7.50 -7.65
51 F -18.36 -8.56 -8.09
52 C -16.89 -7.58 -6.49
53 F -17.03 -8.65 -5.66
54 C -15.87 -6.66 -6.15
55 S -14.78 -6.99 -4.86
56 C -15.82 -5.51 -6.92
57 F -14.93 -4.49 -6.66
58 C -16.61 -5.37 -8.04
59 F -16.40 -4.34 -8.92
60 Se -11.51 -8.99 -5.11
61 C -12.09 -8.31 -3.59
62 N -12.81 -8.07 -2.67
63 N -15.93 -8.46 -2.45
64 C -16.64 -7.81 -1.75
65 N -17.36 -7.14 -0.96
66 C -18.69 -7.14 -0.84
67 N -19.83 -6.96 -0.67